(1)
Entry from the OMol25 dataset: a molecular structure, C8H10O6PTb (ωB97M-V with the def2-TZVPD basis set).

## Properties
**E_HOMO (alpha / beta)**: -0.549 / -0.563 Ha
**Spin multiplicity**: 7
**Net charge**: +2

Each line ends with the Mulliken spin population.
Geometry (Å):
H 1.876 -2.664 2.617  0.00
H -0.627 0.608 3.029  0.00
H 2.734 0.055 0.714  0.00
H 0.353 -3.080 1.769  0.00
H -1.123 -1.120 3.064  0.00
O -0.142 3.406 -0.194  -0.07
C -3.544 0.061 -2.189  0.01
H 2.615 0.122 2.514  0.00
C 1.183 0.485 -2.270  0.01
O 2.284 0.604 -2.600  0.01
C 1.254 -2.455 1.736  0.00
O -0.208 -0.643 0.371  0.06
O -0.624 2.939 -3.902  0.00
Tb -1.054 0.194 -1.416  6.05
O -4.518 -0.269 -2.680  0.01
C -0.672 1.904 -3.401  0.00
C -1.500 -1.070 -3.489  0.01
O -2.042 -1.688 -4.295  0.01
H 1.835 -2.671 0.832  0.00
P 0.687 -0.777 1.629  0.01
H 1.756 1.362 1.519  0.00
C -0.754 2.634 -0.855  -0.10
H 0.286 -0.558 4.015  0.00
H -1.864 2.737 -1.163  -0.03
C -0.273 -0.427 3.079  0.00
C 2.082 0.310 1.566  0.00

---

(2)
Entry from the OMol25 dataset: a molecular structure, C32H29IIrN3O (ωB97M-V with the def2-TZVPD basis set).

## Properties
**E_HOMO (alpha / beta)**: -0.374 / -0.374 Ha
**Spin multiplicity**: 2
**Net charge**: +1
**ΔE to the lowest compared entry with this formula, charge and spin**: 31.55 kcal/mol

Each line ends with the Mulliken spin population.
Geometry (Å):
C -2.551 0.699 0.169  -0.08
H -0.235 0.805 2.676  0.00
H 1.777 1.667 3.185  0.00
H -1.957 6.753 0.459  0.00
C -1.851 -2.644 -0.971  0.06
C -0.408 3.768 0.278  0.00
H -1.839 -0.215 -2.108  0.00
C 3.041 -3.501 -0.639  0.03
H -0.869 -2.154 2.219  0.00
H 2.817 -2.719 -2.619  0.00
C 0.609 -1.281 -2.486  -0.04
H -1.479 -2.814 -1.970  0.00
H -3.872 -3.013 -1.587  0.00
H 0.902 -2.916 1.889  0.00
C 1.298 -2.886 0.884  0.10
H 3.060 -3.954 1.460  0.00
C 1.721 0.609 2.917  0.01
I 1.536 3.031 0.196  0.11
C -2.920 4.865 0.262  0.00
H 1.373 -1.200 -3.259  0.00
H 0.323 5.762 0.437  -0.01
C -3.827 1.296 0.103  0.00
C -3.726 -2.728 0.532  0.00
C 0.523 -2.331 -0.144  0.00
C 1.184 1.073 -2.714  0.02
C -0.976 -2.373 0.077  -0.01
N 0.250 0.127 -2.062  0.04
H -3.245 -2.518 2.612  0.00
H -1.360 1.466 -2.335  0.00
H -4.912 3.132 0.082  0.00
C -1.508 -2.348 1.369  0.00
H -4.708 0.668 0.049  0.00
H 6.250 0.033 2.067  0.00
C 5.234 0.018 1.696  0.00
C 3.654 -0.280 -0.058  -0.01
H 3.405 -0.492 -1.086  0.01
H 2.203 0.883 -2.385  -0.01
C 1.149 -2.185 -1.399  0.00
H -3.920 5.281 0.234  0.00
H -1.126 0.303 -3.659  0.00
Ir 0.402 0.415 0.083  0.83
C -0.545 5.120 0.372  0.00
C -1.368 1.407 0.200  0.02
H -2.517 -0.378 0.194  0.01
C -1.839 5.682 0.374  0.00
N 2.624 -0.034 0.763  0.02
C 4.178 0.303 2.539  0.01
C -2.857 -2.531 1.602  -0.01
C -3.943 2.650 0.112  0.00
H 4.343 0.564 3.577  0.00
C -2.783 3.455 0.190  0.00
C -1.109 0.437 -2.573  0.00
C 2.524 -3.486 0.645  -0.02
C -5.147 -2.839 0.754  0.00
H 1.127 0.964 -3.801  0.00
O 0.488 0.337 2.239  -0.01
C -1.491 2.846 0.211  -0.02
H 0.911 2.088 -2.448  0.00
C -3.213 -2.799 -0.756  0.00
H -0.262 -1.710 -2.974  0.00
C 4.968 -0.274 0.365  0.00
H 3.978 -3.997 -0.856  0.00
C 2.371 -2.805 -1.635  -0.03
H 1.770 0.021 3.835  0.00
C 2.887 0.263 2.032  -0.01
H 5.763 -0.490 -0.335  0.00
N -6.282 -2.897 0.918  0.00

---

(3)
Entry from the OMol25 dataset: a molecular structure, C41H33BrF4N4OsPS (ωB97M-V with the def2-TZVPD basis set).

## Properties
**E_HOMO**: -0.371 Ha
**Net charge**: +1
**ΔE to the lowest compared entry with this formula, charge and spin**: 12.92 kcal/mol

Each line ends with the Mulliken charge.
Geometry (Å):
C 2.076 2.268 2.956  -1.04
C 0.091 -3.070 -2.263  0.75
C 1.711 -1.197 -3.649  0.63
C -2.527 4.123 1.979  0.03
H -1.932 0.474 6.915  0.43
H -3.409 6.833 -0.616  0.41
H 2.738 -3.094 -3.640  0.40
C -1.257 -4.428 -3.742  -0.72
C -0.155 -1.041 4.459  -0.01
H -1.703 -4.579 -4.716  0.45
H 3.545 -0.577 -6.996  0.41
H 1.687 -1.488 2.306  0.41
H -0.978 -5.886 -0.707  0.47
C -1.994 0.171 3.542  0.02
H 0.044 -0.980 6.591  0.43
H -2.030 4.899 -1.281  0.46
H -2.599 0.486 2.700  0.46
C -2.063 4.008 0.670  -0.29
C -2.387 4.987 -0.264  -0.28
H 0.810 0.724 -3.971  0.25
C 1.357 1.211 2.441  -0.05
C 2.161 0.203 -5.559  -0.82
C 3.032 -0.750 -6.059  -0.55
C 1.501 -0.021 -4.356  -0.29
H 1.990 1.123 -6.101  0.44
S -1.845 0.035 -2.661  -0.59
C -0.855 -5.155 -1.495  -1.02
H -2.266 3.369 2.713  0.46
H 2.251 4.413 3.000  0.48
H -0.371 -2.572 -4.311  0.46
C -0.531 -0.644 5.738  -1.08
H -3.249 1.190 4.943  0.45
H 0.596 -2.859 2.415  0.87
F 4.746 0.493 0.755  -0.38
F 2.753 -4.068 -1.381  -0.44
C -3.167 6.068 0.111  -0.82
C 1.711 3.559 2.615  -0.90
N -2.523 2.329 -1.368  -1.17
H 3.915 -2.686 -5.754  0.45
C -3.643 6.170 1.411  -0.46
N -3.894 1.667 -3.041  -0.40
P 0.914 -1.460 -2.018  -0.16
H -1.683 -2.844 1.816  0.53
C 2.490 -1.734 -1.045  -0.73
C -1.434 -5.365 -2.738  -0.66
C -1.184 2.861 0.330  1.07
C 3.242 -1.936 -5.361  -0.86
C -0.500 -3.288 -3.508  -0.76
C 3.062 -0.596 -0.490  0.17
N -1.363 2.074 -0.678  0.96
H 0.711 -1.680 4.355  0.35
H -2.564 -1.379 1.384  0.41
H -1.409 -2.065 0.241  0.04
C -0.046 2.642 1.250  -0.02
C -0.109 -4.013 -1.257  0.17
C 3.179 -2.920 -0.849  0.48
C -2.370 0.572 4.813  -1.17
C -1.636 0.168 5.921  -0.55
H -4.259 7.013 1.697  0.41
H -3.697 5.271 3.359  0.44
C -2.792 1.473 -2.300  0.57
H 0.308 4.722 1.468  0.69
C 0.636 3.734 1.761  -0.64
C -1.603 -1.886 1.300  -1.54
C 4.870 -1.830 0.459  0.58
Os -0.173 0.356 -1.182  1.44
H -1.431 0.551 0.994  1.11
C 0.781 -1.924 1.883  -1.92
C 4.343 -2.982 -0.093  0.43
F 4.955 -4.141 0.097  -0.30
H -4.499 2.443 -2.832  0.24
C -0.870 -0.635 3.336  -0.25
H 0.338 -3.894 -0.285  0.33
H 2.906 2.064 3.616  0.59
C 2.583 -2.160 -4.166  -0.25
H 1.006 -2.156 0.853  -0.76
C -3.327 5.195 2.345  -0.86
H -4.190 0.970 -3.700  0.21
C -0.465 -1.041 1.910  2.71
H -2.016 -6.259 -2.922  0.41
C -0.401 0.203 0.985  -1.96
C 4.227 -0.621 0.240  0.42
N 0.320 1.381 1.611  1.62
F 5.978 -1.878 1.181  -0.30
Br 2.224 1.091 -0.789  -0.25
H 1.609 0.196 2.678  0.18

---

(4)
Entry from the OMol25 dataset: C3H7NO2 in the gas phase (ωB97M-V with the def2-TZVPD basis set).

## Properties
**E_HOMO**: -0.337 Ha
**Structure (SMILES)**: C/N=C(/O)OC
**ΔE to the lowest compared entry with this formula, charge and spin**: 44.38 kcal/mol

Each line ends with the natural charge from an NBO analysis.
Geometry (Å):
O -0.822 0.104 0.489  -0.50
H 1.608 -2.407 -0.648  0.20
O 0.929 1.557 0.063  -0.69
N 1.094 -0.423 -0.762  -0.62
H 1.697 1.210 -0.493  0.52
H -0.844 1.502 2.039  0.19
H -1.689 2.002 0.547  0.19
H 0.862 -1.901 -2.171  0.20
H -2.397 0.736 1.592  0.20
C 0.361 0.348 -0.071  0.80
H -0.154 -2.109 -0.712  0.18
C -1.466 1.161 1.208  -0.25
C 0.820 -1.781 -1.082  -0.42

---

Repeat the fourth record exactly.
Entry from the OMol25 dataset: C3H7NO2 in the gas phase (ωB97M-V with the def2-TZVPD basis set).

## Properties
**E_HOMO**: -0.337 Ha
**Structure (SMILES)**: C/N=C(/O)OC
**ΔE to the lowest compared entry with this formula, charge and spin**: 44.38 kcal/mol

Each line ends with the natural charge from an NBO analysis.
Geometry (Å):
O -0.822 0.104 0.489  -0.50
H 1.608 -2.407 -0.648  0.20
O 0.929 1.557 0.063  -0.69
N 1.094 -0.423 -0.762  -0.62
H 1.697 1.210 -0.493  0.52
H -0.844 1.502 2.039  0.19
H -1.689 2.002 0.547  0.19
H 0.862 -1.901 -2.171  0.20
H -2.397 0.736 1.592  0.20
C 0.361 0.348 -0.071  0.80
H -0.154 -2.109 -0.712  0.18
C -1.466 1.161 1.208  -0.25
C 0.820 -1.781 -1.082  -0.42